Record 1
168
Properties=species:S:1:pos:R:3 method="wB97M-V/def2-TZVPD" orbital_gap_ev=9.337 energy_ev=-115966.099 multiplicity=1 e_above_lowest_kcal_mol=78.1 smiles="CCOS(C)(=O)=O.CCOS(C)(=O)=O.COCCOCCOC.COCCOCCOC.COCCOCCOC.COCCOCCOC.COCCOCCOC.COCCOCCOC" charge=0
C 3.201 -0.975 5.308
C 3.760 -0.303 6.553
O 2.810 0.725 6.931
S 2.117 0.516 8.390
C 3.461 0.275 9.635
O 1.361 1.785 8.693
O 1.451 -0.795 8.289
H 3.148 -0.212 4.531
H 2.241 -1.490 5.338
H 3.926 -1.736 5.017
H 3.919 -1.182 7.178
H 4.668 0.209 6.234
H 4.270 -0.302 9.187
H 3.210 -0.421 10.436
H 3.724 1.313 9.843
C -5.457 -1.204 -1.243
C -5.932 0.286 -1.092
O -4.832 1.153 -0.744
S -4.678 2.763 -1.283
C -3.435 3.210 0.026
O -4.057 2.793 -2.648
O -5.895 3.529 -0.972
H -4.700 -1.271 -2.025
H -6.215 -1.811 -1.739
H -5.029 -1.707 -0.376
H -6.596 0.735 -1.831
H -6.567 0.526 -0.239
H -3.037 4.153 -0.351
H -2.768 2.358 0.153
H -4.048 3.263 0.925
C 2.342 0.666 1.618
O 2.901 1.495 0.612
C 2.089 1.756 -0.503
C 0.657 2.272 -0.450
O -0.419 1.373 -0.190
C -0.664 0.255 -1.041
C -1.937 -0.500 -0.862
O -1.936 -1.399 0.264
C -1.307 -1.084 1.524
H 2.545 -0.256 1.073
H 1.284 0.579 1.863
H 2.957 0.785 2.510
H 2.224 0.860 -1.108
H 2.634 2.459 -1.133
H 0.458 2.845 -1.355
H 0.771 2.988 0.363
H 0.220 -0.381 -1.079
H -0.764 0.796 -1.982
H -2.168 -1.055 -1.771
H -2.744 0.221 -0.732
H -1.693 -0.101 1.794
H -0.218 -1.126 1.531
H -1.699 -1.756 2.287
C -0.193 -1.635 -5.221
O -1.402 -1.323 -4.596
C -1.907 0.077 -4.681
C -2.856 0.174 -5.966
O -2.059 0.141 -7.089
C -2.747 -0.238 -8.261
C -3.748 0.760 -8.920
O -4.868 0.608 -8.110
C -6.025 1.364 -8.520
H 0.728 -1.187 -4.847
H -0.238 -1.422 -6.289
H -0.091 -2.698 -5.004
H -1.088 0.796 -4.719
H -2.613 0.427 -3.929
H -3.454 1.084 -5.928
H -3.540 -0.660 -5.808
H -3.233 -1.150 -7.916
H -1.980 -0.490 -8.992
H -4.015 0.126 -9.766
H -3.254 1.662 -9.280
H -6.227 1.433 -9.589
H -6.106 2.259 -7.904
H -6.912 0.737 -8.428
C 0.619 -7.777 3.636
O -0.764 -7.585 3.354
C -0.924 -6.427 2.471
C -0.708 -5.035 3.041
O -1.556 -4.511 4.061
C -2.804 -5.173 4.395
C -3.595 -4.440 5.569
O -4.137 -3.124 5.195
C -3.206 -2.118 4.979
H 0.706 -8.805 3.989
H 1.045 -6.985 4.251
H 1.334 -7.805 2.814
H -1.941 -6.350 2.088
H -0.396 -6.579 1.529
H -0.523 -4.303 2.255
H 0.237 -5.052 3.583
H -2.562 -6.209 4.634
H -3.495 -5.104 3.555
H -2.942 -4.218 6.413
H -4.470 -5.042 5.812
H -2.930 -1.616 5.906
H -3.616 -1.429 4.241
H -2.312 -2.529 4.509
C 6.136 2.679 -6.124
O 7.038 2.630 -5.081
C 6.565 1.836 -3.897
C 6.818 2.706 -2.677
O 6.087 3.944 -2.659
C 6.190 4.693 -1.480
C 5.631 6.120 -1.674
O 4.151 6.425 -1.773
C 3.365 5.462 -2.500
H 6.664 2.934 -7.043
H 5.215 3.217 -5.900
H 5.874 1.629 -6.255
H 7.168 0.947 -3.713
H 5.530 1.520 -4.030
H 7.886 2.893 -2.562
H 6.496 2.189 -1.773
H 7.249 4.777 -1.240
H 5.737 4.212 -0.613
H 6.263 6.528 -2.464
H 5.761 6.713 -0.769
H 3.664 5.365 -3.544
H 2.365 5.894 -2.555
H 3.412 4.535 -1.929
C -2.239 -4.635 -1.687
O -3.088 -5.019 -2.755
C -2.486 -4.824 -4.020
C -1.091 -5.421 -4.298
O -0.043 -4.704 -3.643
C 1.131 -5.508 -3.380
C 2.454 -4.755 -2.990
O 2.338 -4.095 -1.776
C 1.552 -2.927 -1.821
H -2.582 -4.692 -0.654
H -1.858 -3.634 -1.892
H -1.365 -5.274 -1.815
H -2.221 -3.767 -4.065
H -3.235 -4.976 -4.797
H -0.928 -5.332 -5.372
H -0.988 -6.437 -3.916
H 1.366 -6.174 -4.210
H 1.083 -6.255 -2.588
H 2.879 -4.074 -3.728
H 3.250 -5.472 -2.791
H 1.940 -2.217 -2.551
H 1.696 -2.396 -0.880
H 0.475 -3.093 -1.829
C -0.828 1.025 3.969
O -1.094 1.899 4.978
C 0.133 2.411 5.530
C 1.108 3.455 4.656
O 0.418 4.613 4.233
C -0.308 5.332 5.260
C -0.642 6.760 4.996
O 0.505 7.466 4.508
C 0.240 8.465 3.494
H -0.825 1.591 3.037
H -1.573 0.234 4.055
H 0.120 0.491 4.040
H 0.695 1.597 5.987
H -0.226 2.944 6.410
H 1.554 3.053 3.746
H 1.910 3.823 5.295
H 0.142 5.305 6.252
H -1.212 4.764 5.481
H -1.177 7.187 5.844
H -1.426 6.765 4.238
H -0.391 8.043 2.711
H 1.182 8.899 3.159
H -0.403 9.209 3.965

=====

Record 2
158
Properties=species:S:1:pos:R:3 method="wB97M-V/def2-TZVPD" orbital_gap_ev=8.325 energy_ev=-66820.542 multiplicity=1 e_above_lowest_kcal_mol=144.4 smiles="CCN(CC)CC.CCN(CC)CC.CCN(CC)CC.CCN(CC)CC.CCN(CC)CC.CN(C)C=O.CN(C)C=O.CN(C)C=O.CN(C)C=O" charge=0
C 7.412 5.234 13.480
C 8.097 4.007 14.123
N 7.905 2.868 13.284
C 9.042 1.903 13.466
C 10.276 2.435 12.695
C 6.571 2.257 13.485
C 6.273 0.989 12.684
H 6.354 5.061 13.281
H 7.863 5.452 12.512
H 7.524 6.139 14.078
H 9.152 4.210 14.305
H 7.648 3.832 15.101
H 9.369 1.792 14.500
H 8.793 0.895 13.137
H 10.965 1.595 12.604
H 10.082 2.801 11.687
H 10.702 3.294 13.213
H 5.793 2.958 13.183
H 6.470 2.022 14.545
H 5.205 0.918 12.477
H 6.554 0.042 13.145
H 6.806 0.920 11.736
C 9.472 -3.192 24.301
C 9.967 -2.582 25.663
N 9.179 -2.965 26.832
C 9.186 -4.365 27.119
C 8.142 -4.794 28.142
C 9.540 -2.206 28.036
C 9.399 -0.754 27.911
H 10.091 -2.888 23.457
H 8.444 -2.844 24.196
H 9.437 -4.280 24.266
H 10.990 -2.934 25.801
H 10.063 -1.512 25.478
H 8.982 -4.950 26.223
H 10.221 -4.592 27.373
H 7.152 -4.514 27.782
H 8.223 -5.873 28.279
H 8.373 -4.426 29.142
H 10.561 -2.494 28.287
H 8.936 -2.499 28.894
H 8.393 -0.412 27.666
H 10.042 -0.422 27.096
H 9.690 -0.253 28.834
C -0.508 -3.932 16.244
C -0.789 -4.031 14.705
N -2.187 -4.512 14.451
C -3.220 -3.547 14.773
C -4.657 -4.144 14.611
C -2.245 -4.985 13.059
C -1.676 -6.407 12.959
H 0.569 -3.845 16.388
H -0.874 -4.845 16.713
H -0.923 -3.160 16.892
H -0.646 -3.092 14.172
H -0.022 -4.708 14.327
H -3.186 -3.315 15.838
H -3.107 -2.659 14.151
H -5.357 -3.536 15.183
H -5.029 -4.252 13.593
H -4.601 -5.151 15.026
H -1.720 -4.335 12.358
H -3.248 -4.767 12.692
H -1.827 -6.769 11.942
H -2.317 -6.955 13.651
H -0.650 -6.486 13.318
C 4.014 -13.553 7.664
C 3.585 -12.239 8.387
N 2.261 -12.545 9.032
C 1.073 -12.631 8.149
C 0.817 -11.307 7.381
C 2.018 -11.689 10.212
C 3.040 -11.815 11.343
H 4.086 -14.294 8.460
H 5.001 -13.508 7.204
H 3.241 -13.955 7.009
H 4.328 -11.803 9.054
H 3.469 -11.484 7.609
H 0.071 -12.823 8.532
H 1.302 -13.467 7.488
H 1.462 -11.305 6.501
H 1.011 -10.454 8.031
H -0.208 -11.123 7.061
H 1.862 -10.663 9.879
H 1.051 -11.910 10.664
H 3.173 -12.888 11.476
H 3.974 -11.337 11.046
H 2.798 -11.416 12.328
C 10.285 -9.655 22.884
C 9.114 -10.528 23.343
N 8.973 -10.553 24.795
C 7.659 -10.869 25.248
C 6.646 -9.831 24.810
C 9.884 -11.523 25.427
C 9.885 -11.248 26.975
H 10.259 -9.541 21.800
H 11.204 -10.177 23.152
H 10.338 -8.706 23.418
H 8.287 -10.081 22.791
H 9.235 -11.559 23.012
H 7.378 -11.857 24.882
H 7.535 -11.092 26.308
H 6.398 -9.715 23.755
H 5.729 -10.018 25.368
H 6.963 -8.857 25.183
H 10.875 -11.406 24.989
H 9.623 -12.559 25.211
H 10.790 -11.596 27.473
H 9.051 -11.803 27.404
H 9.799 -10.188 27.209
C 6.056 -7.118 18.125
N 5.940 -6.114 17.098
C 6.202 -4.706 17.460
C 5.801 -6.509 15.843
O 5.788 -5.775 14.872
H 6.957 -6.964 18.719
H 6.067 -8.124 17.705
H 5.238 -7.003 18.836
H 7.148 -4.481 17.953
H 6.054 -4.017 16.628
H 5.431 -4.437 18.181
H 5.643 -7.597 15.796
C 3.795 -5.379 7.844
N 4.764 -6.185 7.170
C 5.944 -6.697 7.938
C 4.398 -6.783 6.000
O 4.967 -7.648 5.413
H 3.183 -4.752 7.196
H 4.273 -4.641 8.489
H 3.069 -5.921 8.450
H 6.767 -6.788 7.229
H 6.215 -6.003 8.732
H 5.706 -7.616 8.472
H 3.481 -6.317 5.607
C 11.363 2.995 21.035
N 10.910 2.074 19.989
C 11.953 1.622 19.091
C 9.582 1.847 19.857
O 9.055 1.220 18.979
H 10.602 3.128 21.804
H 11.691 3.999 20.768
H 12.170 2.498 21.573
H 12.249 2.493 18.506
H 12.873 1.290 19.573
H 11.584 0.775 18.514
H 9.052 2.493 20.574
C 4.016 -16.452 19.773
N 4.031 -15.000 19.534
C 3.208 -14.134 20.434
C 4.783 -14.479 18.569
O 4.820 -13.303 18.245
H 4.481 -16.956 18.926
H 3.021 -16.874 19.908
H 4.535 -16.832 20.653
H 2.210 -14.572 20.430
H 3.468 -14.136 21.493
H 3.209 -13.100 20.089
H 5.370 -15.249 18.045